No. 1
H9NSi3 | the ωB97M-V functional and the def2-TZVPD basis

M: 107.34 g mol⁻¹
E: -25264.638 eV
Frontier orbital gap (spin up / spin down): 6.96 / 6.23 eV
ΔE to the lowest compared entry with this formula, charge and spin: 66.8 kcal/mol
Highest occupied orbital energy (spin up / spin down): -7.459 / -6.940 eV
2S+1: 1

The geometry in XYZ format:
```
13
H9NSi3 (the ωB97M-V functional and the def2-TZVPD basis)
H 3.03 0.36 -1.84
H 4.22 -0.10 0.22
N -1.06 -2.03 0.71
H -0.30 -1.13 -1.82
H -1.55 -1.98 1.63
H -0.91 2.20 -0.02
Si 2.91 0.34 -0.32
Si -2.08 1.18 0.03
Si -0.67 -0.71 -0.38
H -2.45 1.47 1.39
H -3.19 1.76 -0.93
H 2.44 1.47 0.56
H -0.40 -2.84 0.77
```

Here are the Löwdin charges for atoms 1 to 5, given in e: -0.1656 -0.1913 -0.2483 -0.1124 0.0253


No. 2
H9O4 | the ωB97M-V functional and the def2-TZVPD basis

M: 73.07 g mol⁻¹
E: -8313.451 eV
Frontier orbital gap (spin up / spin down): 12.99 / 4.64 eV
ΔE to the lowest compared entry with this formula, charge and spin: 27.1 kcal/mol
Highest occupied orbital energy (spin up / spin down): -21.050 / -21.049 eV
2S+1: 2
Charge: +2

The geometry in XYZ format:
```
13
H9O4 (the ωB97M-V functional and the def2-TZVPD basis)
O 0.11 -0.08 -0.65
H 1.57 0.49 1.96
O -1.28 1.94 0.59
H 0.18 -0.94 -1.34
H 0.63 -2.96 -1.75
H -2.21 2.31 0.54
H 0.53 -0.05 2.97
O 0.63 0.19 2.01
O 0.34 -2.08 -2.01
H 0.48 -1.92 -2.95
H -0.58 0.61 -0.60
H 0.36 -0.21 0.29
H -0.75 2.70 0.93
```

Here are the Löwdin charges for atoms 1 to 5, given in e: 0.1882 0.1569 0.2837 0.0874 0.1399


No. 3
H9O5 | the ωB97M-V functional and the def2-TZVPD basis

M: 89.07 g mol⁻¹
E: -10384.816 eV
Frontier orbital gap: 9.21 eV
ΔE to the lowest compared entry with this formula, charge and spin: 17.5 kcal/mol
Highest occupied orbital energy: -5.128 eV
2S+1: 1
Charge: -1

The geometry in XYZ format:
```
14
H9O5 (the ωB97M-V functional and the def2-TZVPD basis)
H -0.18 0.42 2.50
H -1.89 1.35 -0.05
H -0.05 -0.45 -2.83
O -1.18 -1.80 0.75
O -0.98 -0.23 -2.77
H -1.30 -0.97 0.20
O 2.90 0.21 0.25
O -1.09 0.81 -0.20
H 2.40 0.51 0.99
H -0.20 -1.77 0.91
H -0.05 0.65 0.86
H -1.05 0.35 -1.94
O 0.36 0.97 1.93
H 2.22 0.22 -0.39
```

Here are the Löwdin charges for atoms 1 to 5, given in e: -0.0292 -0.0238 -0.0019 -0.1458 -0.1382


No. 4
H9S5 | the ωB97M-V functional and the def2-TZVPD basis

M: 169.41 g mol⁻¹
E: -54319.317 eV
Frontier orbital gap (spin up / spin down): 9.70 / 5.99 eV
ΔE to the lowest compared entry with this formula, charge and spin: 18.2 kcal/mol
Highest occupied orbital energy (spin up / spin down): -9.508 / -9.500 eV
2S+1: 2

The geometry in XYZ format:
```
14
H9S5 (the ωB97M-V functional and the def2-TZVPD basis)
H -0.09 2.10 2.65
S 0.18 0.52 0.85
H -1.06 -1.13 -2.94
H 0.97 0.93 -1.46
H -0.01 2.74 -2.37
H 1.28 1.25 3.81
S 0.45 2.30 3.93
H -0.86 1.32 0.51
H 0.76 -1.71 0.60
H -1.47 -1.42 -0.91
S 0.84 -3.12 0.41
S 0.83 1.70 -2.64
H -0.21 -3.47 -0.33
S -1.61 -2.00 -2.11
```

Here are the Löwdin charges for atoms 1 to 5, given in e: -0.2792 0.4308 -0.2400 -0.2590 -0.2039


No. 5
HI2OP | the ωB97M-V functional and the def2-TZVPD basis

M: 301.79 g mol⁻¹
E: -27551.705 eV
Frontier orbital gap (spin up / spin down): 6.84 / 6.75 eV
ΔE to the lowest compared entry with this formula, charge and spin: 74.7 kcal/mol
Highest occupied orbital energy (spin up / spin down): -8.479 / -8.464 eV
2S+1: 1

The geometry in XYZ format:
```
5
HI2OP (the ωB97M-V functional and the def2-TZVPD basis)
P -1.56 -0.52 -0.67
H 1.82 0.61 -0.34
I -2.44 1.49 0.58
O 1.96 -0.34 -0.22
I 0.21 -1.25 0.66
```

Quick look at the Löwdin charges, all values in e: -0.2516 -0.0349 0.0769 -0.6434 0.8529


No. 6
HI5Si2 | the ωB97M-V functional and the def2-TZVPD basis

M: 691.70 g mol⁻¹
E: -56277.819 eV
Frontier orbital gap: 7.40 eV
ΔE to the lowest compared entry with this formula, charge and spin: 42.4 kcal/mol
Highest occupied orbital energy: -8.923 eV
2S+1: 1

The geometry in XYZ format:
```
8
HI5Si2 (the ωB97M-V functional and the def2-TZVPD basis)
Si -1.90 0.28 0.36
I -1.87 -2.15 0.88
I 1.79 -1.68 -0.77
I 0.06 1.37 1.43
Si 3.22 0.49 -0.88
H 4.30 -0.31 -0.27
I -3.86 1.32 1.39
I -1.74 0.68 -2.14
```

Here are the Löwdin charges for atoms 1 to 5, given in e: -1.2597 0.3076 0.0484 0.2795 0.2760


No. 7
HINO | the ωB97M-V functional and the def2-TZVPD basis

M: 157.92 g mol⁻¹
E: -11649.847 eV
Frontier orbital gap (spin up / spin down): 5.66 / 6.94 eV
ΔE to the lowest compared entry with this formula, charge and spin: 99.4 kcal/mol
Highest occupied orbital energy (spin up / spin down): -2.293 / -3.455 eV
2S+1: 1
Charge: -1

The geometry in XYZ format:
```
4
HINO (the ωB97M-V functional and the def2-TZVPD basis)
H -2.11 0.30 0.11
N 0.87 -1.07 -0.04
O -1.21 0.79 0.09
I 2.45 -0.02 -0.16
```

Quick look at the Löwdin charges, all values in e: -0.1009 -0.7825 -0.5144 0.3978


No. 8
HN2O2S | the ωB97M-V functional and the def2-TZVPD basis

M: 93.09 g mol⁻¹
E: -17916.702 eV
Frontier orbital gap: 10.40 eV
ΔE to the lowest compared entry with this formula, charge and spin: 24.1 kcal/mol
Highest occupied orbital energy: -18.725 eV
2S+1: 1
Charge: +1

The geometry in XYZ format:
```
6
HN2O2S (the ωB97M-V functional and the def2-TZVPD basis)
H 1.59 0.89 -0.89
N -0.42 -0.42 1.46
N -0.19 -1.32 2.06
S -0.79 0.52 -0.56
O 0.65 1.17 -0.81
O -0.85 -0.84 -1.26
```

Here are the Löwdin charges for atoms 1 to 5, given in e: 0.1596 -0.0217 0.2161 1.2048 -0.2426


No. 9
HN2O3 | the ωB97M-V functional and the def2-TZVPD basis

M: 77.02 g mol⁻¹
E: -9133.700 eV
Frontier orbital gap: 8.32 eV
ΔE to the lowest compared entry with this formula, charge and spin: 43.7 kcal/mol
Highest occupied orbital energy: -3.840 eV
2S+1: 1
Charge: -1

The geometry in XYZ format:
```
6
HN2O3 (the ωB97M-V functional and the def2-TZVPD basis)
N -0.64 1.45 -0.49
O 0.58 3.24 0.27
O -1.58 0.92 -0.96
O 0.52 0.01 0.04
H 0.94 0.81 0.35
N -0.38 2.60 -0.27
```

Here are the Löwdin charges for atoms 1 to 5, given in e: -0.2689 -0.2025 -0.0496 -0.2578 -0.0817


No. 10
HN2O3S | the ωB97M-V functional and the def2-TZVPD basis

M: 109.09 g mol⁻¹
E: -19972.944 eV
Frontier orbital gap: 8.49 eV
ΔE to the lowest compared entry with this formula, charge and spin: 77.8 kcal/mol
Highest occupied orbital energy: -4.361 eV
2S+1: 1
Charge: -1

The geometry in XYZ format:
```
7
HN2O3S (the ωB97M-V functional and the def2-TZVPD basis)
N 0.36 -0.98 -0.15
O -1.83 -1.43 -0.09
N -0.84 -1.22 0.61
O 2.22 0.83 0.53
O 2.57 -1.15 -0.88
H 0.56 -1.33 -1.10
S 2.10 -0.63 0.41
```

Here are the Löwdin charges for atoms 1 to 5, given in e: -0.2011 -0.1686 -0.1444 -0.5559 -0.5748


No. 11
HN2O4S | the ωB97M-V functional and the def2-TZVPD basis

M: 125.09 g mol⁻¹
E: -22015.974 eV
Frontier orbital gap (spin up / spin down): 5.24 / 6.98 eV
ΔE to the lowest compared entry with this formula, charge and spin: 61.8 kcal/mol
Highest occupied orbital energy (spin up / spin down): -1.377 / -5.655 eV
2S+1: 3
Charge: -1

The geometry in XYZ format:
```
8
HN2O4S (the ωB97M-V functional and the def2-TZVPD basis)
S -1.79 -0.96 -0.21
O -1.54 -2.10 -1.07
N 0.45 0.33 -1.43
H -0.37 0.65 0.38
O 0.21 0.04 -2.55
O -3.05 -0.24 -0.46
N -0.55 0.66 -0.69
O 1.57 0.40 -0.89
```

Here are the Löwdin charges for atoms 1 to 5, given in e: 0.6624 -0.5011 -0.6555 0.0918 0.0067


No. 12
HN2O5 | the ωB97M-V functional and the def2-TZVPD basis

M: 109.02 g mol⁻¹
E: -13225.299 eV
Frontier orbital gap: 6.42 eV
ΔE to the lowest compared entry with this formula, charge and spin: 107.9 kcal/mol
Highest occupied orbital energy: -2.327 eV
2S+1: 1
Charge: -1

The geometry in XYZ format:
```
8
HN2O5 (the ωB97M-V functional and the def2-TZVPD basis)
O -2.69 0.20 -0.09
N 1.47 -0.67 -0.34
O 0.52 -0.27 0.93
O -0.73 -0.69 0.46
O -0.95 1.47 -0.07
H 1.22 0.28 -0.89
N -1.53 0.44 0.07
O 2.68 -0.76 -0.08
```

Here are the Löwdin charges for atoms 1 to 5, given in e: 0.0657 -0.2597 -0.1901 -0.0596 0.0846